[1]
Computed, not measured: a structure of composition C24H67Br2F3I2N2O16P3S, with the ωB97M-V functional and the def2-TZVPD basis.

XYZ file:
```
120
Properties=species:S:1:pos:R:3:forces:R:3
C 0.128621 4.458001 3.440317 0.248 0.392 -0.149
C 0.420671 4.753719 1.818921 -0.872 -3.975 -1.965
I 1.004200 6.833933 1.259303 -0.647 -1.960 0.712
C 0.290174 3.669555 0.764282 -0.278 3.362 4.482
I 0.707578 4.259510 -1.347690 -0.451 -0.984 1.838
C -0.110112 2.143891 1.227143 -0.239 -2.820 0.291
C 1.260904 1.251977 1.572879 -1.374 0.432 0.419
S 2.802776 1.884649 0.719154 7.044 -0.336 4.260
O 3.410475 3.179737 1.386619 -3.264 -3.534 -2.753
O 3.906952 0.778563 0.942111 -3.925 2.463 -1.393
O -0.885866 1.922498 2.483045 3.132 2.059 -2.649
P -1.994162 0.619938 2.577158 -1.118 -1.185 -1.695
O -3.194413 1.917158 2.422986 1.014 0.521 0.533
P -1.702995 0.754299 4.734324 0.842 -2.346 2.954
N -1.571895 -0.749474 5.388597 1.126 1.657 0.111
C -3.381279 -0.695266 2.560751 -2.738 0.197 -0.622
Br -2.653284 -2.592622 2.743290 -0.459 1.198 -0.406
C -4.629074 -0.403316 3.583094 0.413 -1.421 1.537
C -4.953062 -1.677071 4.616448 -0.702 1.150 -0.087
Br -6.347952 -0.180880 2.506588 0.975 0.054 0.595
O -1.889684 0.242030 0.858452 2.904 3.628 -0.808
C -1.043749 1.266834 0.161040 -0.568 -1.476 -1.141
C -0.251817 0.459055 -1.053594 0.501 -0.256 -0.739
C -0.248661 -1.171551 -0.879125 1.500 -1.513 0.282
C 0.683569 -1.849726 -2.085069 -0.632 -2.540 -1.234
F 2.084716 -1.419007 -2.388820 -4.376 0.098 -0.090
C 0.138044 -2.936253 -2.994180 0.988 1.821 1.004
F -0.208154 -2.584694 -4.415848 1.930 -2.236 3.642
F -0.057465 -4.353728 -2.535696 -0.616 4.790 -1.874
P -2.434678 2.235555 -0.794435 -2.462 -1.874 0.586
N -3.799039 1.310305 -0.754077 1.824 1.395 -1.503
H 0.241023 3.325842 3.720627 -0.242 2.290 -0.909
H 0.886003 5.061685 4.089472 -1.291 -0.951 -1.402
H -0.953448 4.811269 3.764919 2.180 -0.689 -0.969
H 1.091039 0.104471 1.373192 0.534 2.362 0.059
H 1.426575 1.373858 2.737661 0.260 -0.040 -2.463
H 2.684462 2.004641 -0.687920 -0.404 0.169 1.268
H -0.992711 -0.450785 2.677463 -0.044 0.808 0.547
H -2.681587 2.759198 2.652507 -1.213 -1.897 -0.544
H -0.447866 1.469323 4.990130 -1.100 0.056 -0.275
H -2.748118 1.474943 5.442212 0.571 0.234 -0.525
H -0.621924 -0.837054 5.859965 -1.584 0.157 -0.880
H -3.844318 -0.671701 1.460516 1.195 -0.030 2.509
H -4.540880 0.578403 4.213406 0.000 -1.851 -1.586
H -4.024436 -1.965755 5.267725 -1.604 0.568 -1.563
H -5.808561 -1.304339 5.359926 1.720 -0.853 -1.699
H -5.365220 -2.532252 3.932045 0.926 1.462 1.619
H -0.761953 0.686757 -2.105489 1.066 -0.455 2.279
H 0.869908 0.815807 -1.161010 -2.250 -0.678 0.247
H -1.323208 -1.672828 -1.009939 2.478 1.342 0.376
H 0.264778 -1.537393 0.133787 -1.366 1.045 -2.047
H -2.016333 2.473754 -2.156865 0.190 0.303 1.069
H -2.583100 3.491446 -0.097286 0.399 -0.471 -0.511
H -4.031086 1.123068 -1.758050 0.130 0.233 1.021
C -0.673831 -3.765408 -7.822749 0.111 -0.189 0.318
O -0.598672 -2.572416 -8.581330 0.101 0.724 -0.070
H -1.425018 -4.422444 -8.267341 0.108 0.193 -0.007
H 0.297161 -4.266509 -7.832917 -0.096 -0.181 0.121
H -0.962579 -3.527824 -6.796002 0.018 -0.282 0.049
H 0.075227 -2.009823 -8.163309 -0.396 -0.248 -0.284
C -3.695653 3.401757 -4.680245 -0.187 0.180 0.072
O -3.875285 3.794617 -3.332017 -0.261 0.403 0.118
H -2.908509 2.645617 -4.728148 -0.095 0.103 0.104
H -4.627231 2.979579 -5.064900 0.101 -0.093 -0.242
H -3.401996 4.268568 -5.277267 0.060 -0.138 -0.256
H -4.579038 4.465439 -3.321070 0.400 -0.427 0.163
C 3.017024 -4.016337 -0.196369 0.112 0.117 0.022
O 2.567642 -2.706670 0.098844 0.190 0.387 0.394
H 2.162717 -4.624470 -0.502918 0.113 0.172 0.029
H 3.744903 -3.977924 -1.010462 -0.008 -0.270 -0.027
H 3.473180 -4.455428 0.694222 0.072 -0.231 -0.158
H 3.346821 -2.190868 0.367582 -0.476 -0.036 -0.098
C 3.317024 -0.541337 4.228631 0.242 -0.079 -0.261
O 2.867642 0.768330 4.523844 0.225 0.766 0.301
H 2.462717 -1.149470 3.922082 0.062 0.168 0.113
H 4.044903 -0.502924 3.414538 -0.026 -0.260 0.023
H 3.773180 -0.980428 5.119222 0.087 -0.321 -0.080
H 3.646821 1.284132 4.792582 -0.469 -0.148 -0.358
C 4.517024 7.489432 3.028631 0.172 -0.071 0.045
O 4.067642 8.799099 3.323844 0.188 0.627 0.194
H 3.662717 6.881299 2.722082 0.170 0.187 0.075
H 5.244903 7.527846 2.214538 0.023 -0.279 -0.032
H 4.973180 7.050341 3.919222 0.052 -0.241 -0.102
H 4.846821 9.314902 3.592582 -0.544 -0.247 -0.157
C -3.723386 -0.733265 -7.028687 0.238 -0.055 -0.044
O -3.620601 -1.864688 -7.873461 0.100 -0.262 -0.129
H -4.772988 -0.578934 -6.767621 0.131 -0.046 -0.071
H -3.144916 -0.903996 -6.117504 -0.078 0.238 0.143
H -3.346909 0.148898 -7.552219 -0.072 0.185 0.185
H -2.678912 -1.976524 -8.088181 -0.282 -0.082 -0.084
C -6.725634 -2.612299 -5.420154 0.211 -0.016 -0.121
O -6.538268 -3.219292 -6.685373 0.267 0.025 -0.354
H -7.674433 -2.953452 -4.999402 0.143 0.020 -0.127
H -5.909438 -2.899487 -4.752787 -0.110 0.148 0.232
H -6.750659 -1.526055 -5.536256 -0.074 0.078 0.288
H -5.689280 -2.897925 -7.033702 -0.310 -0.250 0.009
C 1.250133 0.909004 7.563582 0.151 -0.176 -0.176
O 1.352918 -0.222419 6.718808 0.294 -0.331 0.236
H 0.200531 1.063335 7.824648 0.119 -0.122 -0.113
H 1.828603 0.738273 8.474765 -0.053 0.231 0.174
H 1.626610 1.791167 7.040050 -0.034 0.192 0.116
H 2.294607 -0.334255 6.504088 -0.697 0.138 -0.095
C 4.990543 1.379600 -2.632882 0.260 -0.094 0.091
O 4.541161 2.689268 -2.337669 0.072 0.542 0.159
H 4.136236 0.771468 -2.939430 0.068 0.146 0.069
H 5.718422 1.418014 -3.446975 0.019 -0.244 -0.064
H 5.446699 0.940509 -1.742291 -0.025 -0.229 -0.097
H 5.320340 3.205070 -2.068931 -0.578 -0.220 -0.021
C 4.126592 -5.878740 -3.463077 -0.237 -0.007 -0.037
O 3.387994 -6.437648 -2.392367 -0.438 -0.255 0.048
H 5.156142 -5.714000 -3.136695 -0.189 -0.061 0.040
H 4.121288 -6.569105 -4.310071 0.177 0.139 -0.170
H 3.681897 -4.924093 -3.754497 0.187 0.080 -0.174
H 2.479488 -6.572486 -2.711470 0.473 0.096 0.298
C 2.886217 -4.218536 3.363972 -0.148 -0.155 0.154
O 4.128204 -3.585691 3.611561 0.665 -0.043 0.286
H 2.287278 -3.581642 2.708779 0.160 -0.046 0.091
H 3.057582 -5.180931 2.875648 -0.260 -0.068 -0.026
H 2.356776 -4.366134 4.308397 -0.225 -0.080 -0.124
H 4.637346 -4.173665 4.195044 -0.249 0.426 -0.359
```
Forces are in eV/Å.

Calculated values
HOMO-LUMO gap: 5.1 eV
HOMO energy: -4.64 eV
Net charge: -1
E_LUMO: 0.5 eV
Energy: -9732.51968 hartree

=====

[2]
Computed, not measured: a cluster of 7 separate species, C24H67N5O7 in total, with the ωB97M-V functional and the def2-TZVPD basis.

XYZ file:
```
103
Properties=species:S:1:pos:R:3:forces:R:3
C 2.802150 -0.129379 -4.348238 -1.113 0.182 -1.486
C 1.438470 -0.788889 -4.823778 3.385 -0.059 0.122
O 1.117930 -1.613559 -3.728168 -2.071 -0.264 0.774
H 3.471250 -0.905219 -3.976098 -0.154 0.061 0.103
H 2.611260 0.624531 -3.584508 0.052 -0.170 0.094
H 3.301150 0.346501 -5.192408 0.071 0.193 -0.014
H 1.632550 -1.435299 -5.679688 0.064 0.074 -0.254
H 0.697310 -0.070639 -5.174328 -0.381 -0.116 0.878
H 1.650940 -2.411959 -3.736078 0.175 0.150 -0.144
C 0.408980 2.043771 -0.769858 0.696 0.178 0.220
C -0.257750 0.829361 -1.343628 -0.584 0.298 -0.098
O 0.482530 -0.337259 -1.069428 0.325 -0.066 0.149
H 0.637080 1.838361 0.276022 0.265 0.243 -0.169
H -0.144210 2.982581 -0.796668 -0.442 -0.225 -0.099
H 1.325510 2.224311 -1.331548 0.290 -0.022 0.229
H -0.356350 0.966801 -2.420418 -0.348 -0.120 -0.146
H -1.236560 0.710701 -0.878908 -0.382 -0.004 -0.193
H 0.655460 -0.773769 -1.906778 0.199 -0.315 -0.218
C 4.742590 2.907711 2.718092 2.266 -0.256 2.138
C 3.401470 2.835401 2.184242 -1.811 0.999 -0.197
C 2.548100 4.101151 2.433852 -0.334 -0.340 0.740
O 1.231800 3.912251 1.859912 0.236 0.093 0.695
C 0.406500 5.042981 2.122132 0.456 0.845 -0.324
N 3.532940 2.697661 0.780192 -0.433 -0.491 -1.389
H 4.723460 3.065361 3.796462 0.197 0.305 0.107
H 5.401290 3.635361 2.244032 -0.374 0.614 0.019
H 5.341770 2.005081 2.598262 -0.482 -0.479 -0.167
H 2.816790 2.000931 2.571442 0.124 -0.213 0.274
H 2.966250 5.018981 2.020532 0.398 0.003 -0.328
H 2.496540 4.263001 3.510532 -0.434 0.048 0.305
H -0.624880 4.985931 1.774152 0.251 -0.892 -0.101
H 0.843520 5.892491 1.597312 0.112 0.318 -0.047
H 0.375990 5.319231 3.176102 0.097 -0.277 0.249
H 4.249280 3.360211 0.519452 -0.076 0.152 -0.626
H 2.627960 3.031401 0.480642 0.024 -0.049 -1.256
C -2.329430 -1.586069 -3.870348 -0.524 -1.008 -0.250
C -2.249450 -3.076299 -3.480238 0.607 -0.203 0.838
C -3.606320 -3.761779 -3.293388 -0.303 -0.354 1.176
O -4.149360 -3.449129 -1.978578 -0.713 1.114 -0.626
C -5.576750 -3.523429 -1.915188 -0.032 0.075 -1.141
N -1.415600 -3.861599 -4.400588 0.137 0.003 -0.553
H -1.335910 -1.193559 -4.087048 -0.092 0.012 0.186
H -2.817380 -1.035799 -3.065858 0.178 0.096 0.051
H -2.954050 -1.488889 -4.758328 0.047 0.113 -0.178
H -1.730040 -3.104949 -2.522378 -0.320 0.102 0.545
H -3.582020 -4.846919 -3.193548 0.751 -0.271 -0.870
H -4.270390 -3.524029 -4.124398 -0.311 0.289 0.107
H -6.031400 -2.952589 -2.724838 0.137 0.406 -0.231
H -6.020640 -3.114099 -1.007708 0.677 -0.207 0.330
H -5.952710 -4.527319 -2.112558 0.181 -0.406 0.418
H -1.263680 -4.794019 -4.043358 -0.678 -0.429 0.152
H -0.465700 -3.526449 -4.326698 0.111 0.753 -0.301
C 3.925390 -0.775039 -1.025728 0.362 -0.728 -0.214
C 3.880540 -1.218369 0.451242 1.713 1.508 -1.124
C 5.330260 -1.117229 1.082132 -2.458 -0.930 -0.115
O 6.085110 -2.196279 0.577662 1.396 0.465 1.231
C 7.268540 -2.275529 1.384242 0.708 -1.059 -0.913
N 2.982020 -0.348529 1.121352 -1.017 0.125 1.649
H 3.241950 -1.395919 -1.604958 0.227 -0.120 -0.295
H 4.956200 -0.845249 -1.372998 -0.093 -0.190 -0.555
H 3.572360 0.245451 -1.174288 0.151 0.093 0.337
H 3.477940 -2.228709 0.523512 0.533 -0.180 0.185
H 5.134740 -1.219359 2.149582 0.276 -0.195 0.362
H 5.866950 -0.176629 0.958282 -0.255 0.356 -0.485
H 8.024460 -1.502269 1.247322 -0.566 0.994 -0.112
H 7.870700 -3.115699 1.038412 -0.480 -0.557 0.072
H 7.077640 -2.386869 2.451602 -0.325 0.004 -0.004
H 2.090610 -0.457709 0.659222 -0.397 0.101 0.144
H 3.235270 0.620251 0.989332 0.244 0.114 -0.242
C -0.921740 2.431851 4.554092 -0.855 -0.346 1.081
C -1.144740 1.464651 3.397422 0.281 -0.349 0.335
C -2.277840 1.746531 2.455262 0.582 1.036 -0.557
O -2.126130 3.065821 1.882652 -1.343 -0.491 0.382
C -3.191210 3.366541 1.009942 -0.006 0.926 -1.093
N 0.135990 1.259821 2.794592 1.101 0.401 -1.060
H 0.003850 2.259301 5.103282 0.293 -0.354 -0.500
H -1.664390 2.137441 5.295632 -0.360 0.690 0.206
H -0.950730 3.504911 4.364872 -0.330 -0.134 -0.419
H -1.491450 0.521971 3.820792 0.276 -0.360 0.371
H -3.199700 1.534781 2.996952 -0.530 0.729 -0.084
H -2.245640 1.049021 1.618272 0.080 -0.348 -0.069
H -4.201610 3.455301 1.409082 0.016 -0.615 0.736
H -3.224570 2.751181 0.110882 0.041 -0.779 0.149
H -3.073390 4.349181 0.553172 0.661 0.350 0.357
H 0.532080 2.179431 2.662162 0.389 0.437 0.532
H 0.088030 1.053431 1.807072 -0.519 -1.062 -0.154
C -1.675280 -2.187549 0.806072 -1.130 -0.310 -0.361
C -3.127410 -2.531049 1.202512 1.129 0.366 -0.211
C -4.121230 -1.500039 0.696732 0.710 0.746 1.236
O -5.406680 -1.708659 1.276472 -0.030 -0.341 -0.355
C -6.356940 -0.723049 0.906982 0.525 -0.134 0.250
N -3.453290 -3.854959 0.765212 -0.707 -0.697 0.073
H -1.444790 -1.179309 1.150192 0.530 -0.207 0.063
H -1.562950 -2.243809 -0.276658 -0.051 0.311 -0.198
H -1.036790 -2.987679 1.180542 0.195 0.405 0.398
H -3.120800 -2.498299 2.291992 -0.397 -0.021 0.219
H -4.119190 -1.436659 -0.391418 -0.287 -0.140 -0.200
H -3.700150 -0.584929 1.113102 -0.271 0.735 -0.245
H -6.091060 0.244461 1.332812 0.215 0.265 -0.068
H -7.328010 -0.972589 1.334602 0.072 -0.321 -0.213
H -6.387980 -0.643149 -0.179638 -0.299 0.115 -0.147
H -3.243120 -3.950369 -0.218058 0.423 0.085 -0.165
H -4.460060 -3.789009 0.718692 -0.542 -0.871 0.300
```
Forces are in eV/Å.

Calculated values
SMILES string: COC[C@H](C)N.COC[C@H](C)N.COC[C@H](C)N.COC[C@H](C)N.COC[C@H](C)N.CCO.CCO
HOMO-LUMO gap: 8.5 eV
HOMO energy: -7.98 eV
Energy above the lowest of the compared OMol25 structures with the same formula, charge and spin: 2.845 eV
Net charge: 0
E_LUMO: 0.5 eV
Energy: -1754.87148 hartree